(1)
DFT (ωB97M-V/def2-TZVPD) results for a single C4H4S molecule at a distorted geometry.

The LUMO energy is -0.77 eV. The total energy comes out at -552.8943 a.u. The calculation puts the strongest force on any atom at 2.6 eV/A. The spin multiplicity is 1. For the HOMO-LUMO gap, the calculation gives 7.91 eV. The calculation puts the energy relative to the best compared isomer or geometry (same formula, charge and spin) at 2.6599 eV.

Each line ends with the Mulliken charge.
Geometry (Å):
C  1.894  -0.351  0.010  -0.97
C  0.410  -0.225  -0.129  0.71
C  -0.769  0.052  -0.142  0.20
C  -2.106  0.446  -0.020  -0.87
H  2.336  -0.852  -0.868  0.30
H  1.940  -0.761  1.089  0.25
H  2.262  0.673  0.019  0.26
H  -2.476  1.463  0.072  0.32
S  -3.492  -0.445  -0.030  -0.20

(2)
DFT (ωB97M-V/def2-TZVPD) results for 2 unconnected molecules or ions with the total composition C4H4S2.

The LUMO energy is -0.04 eV. The total energy comes out at -951.1179 a.u. The calculation puts the strongest force on any atom at 0.4 eV/A. The spin multiplicity is 1. For the HOMO-LUMO gap, the calculation gives 9.49 eV. The calculation puts the energy relative to the best compared isomer or geometry (same formula, charge and spin) at 1.4857 eV.

Each line ends with the Mulliken charge.
Geometry (Å):
C  -1.041  -0.037  -0.007  0.26
C  2.456  0.102  0.012  0.45
C  -1.361  0.464  1.143  -0.59
C  -0.737  -0.548  -1.155  -0.55
S  2.767  -1.404  0.214  -0.24
S  2.123  1.603  -0.170  -0.22
H  -1.835  -0.132  1.907  0.24
H  -1.168  1.500  1.375  0.25
H  -1.421  -0.534  -1.989  0.24
H  0.218  -1.015  -1.330  0.15

(3)
DFT (ωB97M-V/def2-TZVPD) results for a molecular structure, C4H4S2 at a distorted geometry.

The LUMO energy is -0.64 eV. The total energy comes out at -951.0721 a.u. The calculation puts the strongest force on any atom at 4.1 eV/A. The spin multiplicity is 1. For the HOMO-LUMO gap, the calculation gives 7.63 eV. The calculation puts the energy relative to the best compared isomer or geometry (same formula, charge and spin) at 2.7311 eV.

Each line ends with the Mulliken charge.
Geometry (Å):
C  0.217  0.736  -0.500  -0.78
C  0.205  -0.021  0.728  0.10
C  -1.102  -0.661  0.805  -0.38
C  0.941  -0.106  -1.292  -0.18
S  1.209  -1.456  -0.111  -0.13
S  -2.222  -0.872  -0.434  -0.17
H  0.113  1.786  -0.457  0.35
H  0.694  0.359  1.600  0.50
H  -1.359  -0.869  1.850  0.29
H  1.147  -0.342  -2.308  0.40

(4)
DFT (ωB97M-V/def2-TZVPD) results for 26 unconnected molecules or ions with the total composition C4H52BrFN2O25 at a distorted geometry.

The LUMO energy is -0.02 eV. The total energy comes out at -4847.9290 a.u. The calculation puts the strongest force on any atom at 5.0 eV/A. The spin multiplicity is 1. For the HOMO-LUMO gap, the calculation gives 9.93 eV.

Each line ends with the Mulliken charge.
Geometry (Å):
N  1.447  0.627  2.243  -0.52
C  0.550  1.073  1.725  -0.28
C  -0.771  1.714  1.284  1.07
F  -0.577  2.607  0.263  -0.41
C  -1.702  0.512  0.823  0.24
Br  -0.624  -1.011  0.160  -0.14
C  -2.498  -0.037  2.000  0.17
N  -3.183  -0.045  2.895  -0.63
H  -1.262  2.161  2.164  0.28
H  -2.383  0.794  -0.027  0.38
O  1.115  -2.369  -1.948  -0.44
H  1.380  -3.294  -1.885  0.26
H  1.925  -1.910  -2.201  0.24
O  3.081  -1.815  -4.373  -0.56
H  3.848  -1.280  -4.127  0.29
H  2.842  -1.491  -5.251  0.29
O  5.321  -1.051  -2.679  -0.69
H  5.363  -0.882  -1.727  0.28
H  5.391  -2.014  -2.748  0.34
O  -3.881  2.896  1.976  -0.57
H  -3.643  2.065  2.405  0.20
H  -4.504  3.308  2.587  0.27
O  6.852  -1.919  -4.983  -0.63
H  6.503  -1.629  -4.128  0.37
H  6.068  -2.013  -5.537  0.31
O  -2.663  2.203  -1.453  -0.68
H  -1.898  2.735  -1.205  0.31
H  -2.897  2.530  -2.330  0.27
O  4.134  0.413  -0.107  -0.62
H  3.800  0.907  -0.864  0.30
H  3.350  0.263  0.438  0.29
O  3.970  -3.596  -1.767  -0.61
H  3.736  -4.396  -1.283  0.28
H  3.662  -3.767  -2.667  0.31
O  -5.506  5.830  1.949  -0.67
H  -4.964  5.430  1.257  0.32
H  -6.410  5.692  1.645  0.33
O  0.408  -5.424  -1.766  -0.53
H  -0.096  -5.948  -1.133  0.27
H  -0.003  -5.627  -2.613  0.28
O  -0.655  -2.551  3.146  -0.51
H  -1.057  -2.478  4.022  0.29
H  0.274  -2.342  3.296  0.24
O  -0.143  4.237  2.591  -0.63
H  0.619  4.769  2.854  0.31
H  -0.368  4.572  1.717  0.30
O  -1.991  0.963  -4.286  -0.64
H  -1.950  1.136  -3.339  0.38
H  -1.918  0.005  -4.350  0.31
O  -0.041  -1.719  6.036  -0.57
H  -0.438  -1.641  6.910  0.27
H  0.891  -1.504  6.177  0.30
O  2.957  0.547  -6.457  -0.63
H  3.141  1.224  -5.796  0.32
H  2.126  0.830  -6.856  0.31
O  2.349  -0.012  5.244  -0.62
H  3.100  0.526  5.516  0.29
H  2.118  0.328  4.368  0.37
O  -6.357  8.728  3.019  -0.62
H  -7.270  8.743  3.325  0.31
H  -6.230  7.829  2.691  0.32
O  -0.991  6.740  2.558  -0.60
H  -1.647  6.249  3.064  0.32
H  -0.833  7.534  3.081  0.30
O  -2.062  -4.073  0.744  -0.51
H  -2.968  -3.750  0.703  0.29
H  -1.674  -3.588  1.484  0.17
O  -1.578  -7.542  -1.321  -0.65
H  -1.922  -7.247  -0.469  0.33
H  -2.362  -7.621  -1.876  0.32
O  -3.627  -3.944  2.935  -0.60
H  -4.038  -3.880  3.804  0.28
H  -2.699  -3.740  3.096  0.31
O  -2.349  -5.972  -3.427  -0.62
H  -2.156  -5.301  -2.759  0.32
H  -3.171  -5.671  -3.832  0.29
O  7.551  1.388  -5.231  -0.65
H  7.593  1.554  -4.284  0.30
H  7.628  0.427  -5.303  0.35
O  -3.221  -0.971  -1.227  -0.51
H  -4.140  -0.945  -0.934  0.27
H  -3.088  -1.883  -1.511  0.24
O  2.268  5.848  4.276  -0.60
H  1.855  5.899  5.145  0.31
H  3.194  6.056  4.444  0.29

(5)
DFT (ωB97M-V/def2-TZVPD) results for 22 unconnected molecules or ions with the total composition C4H54BO24P at a distorted geometry.

The LUMO energy is -0.21 eV. The total energy comes out at -2356.6671 a.u. The calculation puts the strongest force on any atom at 5.5 eV/A. The spin multiplicity is 1. For the HOMO-LUMO gap, the calculation gives 8.76 eV.

Each line ends with the Mulliken charge.
Geometry (Å):
C  3.701  -1.404  -1.307  -0.76
C  3.396  0.048  -0.537  -0.15
C  2.827  1.120  -1.650  0.05
B  1.305  1.671  -1.359  0.26
C  -0.102  1.008  -1.892  -0.08
P  -0.618  -0.612  -1.022  0.63
O  0.580  -1.515  -0.522  -0.62
O  -1.733  -0.361  0.308  -0.38
O  -1.514  -1.585  -2.207  -0.60
H  4.836  -1.566  -1.544  0.33
H  3.025  -1.400  -2.268  0.10
H  3.295  -2.262  -0.589  0.16
H  4.397  0.418  -0.003  0.22
H  2.621  -0.112  0.356  0.23
H  2.918  0.729  -2.753  0.02
H  3.546  2.069  -1.579  -0.14
H  1.221  2.685  -0.728  -0.09
H  -0.977  1.793  -1.683  0.02
H  -0.140  0.823  -3.066  0.14
H  -1.323  0.236  1.016  0.29
H  -0.816  -1.730  -2.930  0.33
O  -4.663  -0.039  0.699  -0.67
H  -3.906  -0.620  0.866  0.27
H  -4.430  0.419  -0.122  0.31
O  -1.684  2.100  -4.471  -0.54
H  -1.540  2.895  -5.007  0.28
H  -2.365  1.611  -4.957  0.28
O  3.913  -3.806  -2.690  -0.51
H  3.179  -4.062  -3.268  0.28
H  4.418  -4.625  -2.577  0.24
O  -1.471  3.696  -0.591  -0.60
H  -2.166  3.481  0.050  0.30
H  -1.952  4.089  -1.335  0.29
O  -3.637  -1.319  -4.425  -0.61
H  -3.074  -1.573  -3.679  0.37
H  -4.279  -2.042  -4.490  0.36
O  1.200  -4.887  -2.909  -0.59
H  0.870  -5.716  -3.286  0.29
H  0.440  -4.532  -2.424  0.30
O  6.263  -2.157  0.062  -0.59
H  6.826  -2.411  0.808  0.28
H  5.621  -2.881  -0.004  0.33
O  -4.800  2.496  2.074  -0.59
H  -5.130  1.667  1.697  0.32
H  -5.560  2.851  2.559  0.35
O  2.772  4.130  -1.083  -0.58
H  2.208  4.881  -1.321  0.26
H  2.940  4.254  -0.137  0.31
O  -4.037  -2.674  2.821  -0.64
H  -4.572  -2.216  2.156  0.32
H  -3.271  -2.095  2.945  0.30
O  4.385  5.162  1.401  -0.64
H  4.671  4.263  1.620  0.31
H  5.163  5.560  0.984  0.32
O  -4.290  -4.531  5.336  -0.58
H  -3.533  -5.112  5.503  0.30
H  -4.057  -4.072  4.515  0.32
O  4.363  0.767  -4.349  -0.61
H  3.828  1.225  -5.014  0.31
H  5.129  1.346  -4.225  0.28
O  5.829  3.635  3.685  -0.60
H  5.864  4.428  4.240  0.31
H  6.126  2.924  4.273  0.30
O  -4.915  3.144  4.704  -0.66
H  -4.629  2.244  4.922  0.31
H  -4.137  3.542  4.286  0.32
O  5.734  1.598  -1.822  -0.58
H  5.954  2.258  -1.147  0.27
H  6.132  0.780  -1.487  0.30
O  -4.890  -3.997  -5.454  -0.67
H  -4.133  -4.578  -5.287  0.33
H  -4.657  -3.538  -6.275  0.34
O  -6.090  -5.159  7.746  -0.68
H  -5.333  -5.740  7.913  0.31
H  -5.857  -4.701  6.925  0.33
O  1.873  1.664  -5.662  -0.63
H  1.543  0.834  -6.040  0.31
H  1.113  2.019  -5.177  0.27
O  -4.399  -2.717  8.581  -0.65
H  -4.956  -1.934  8.706  0.31
H  -5.016  -3.397  8.272  0.38
O  -1.996  3.759  5.105  -0.62
H  -1.776  4.419  5.780  0.32
H  -1.599  2.941  5.440  0.31

(6)
DFT (ωB97M-V/def2-TZVPD) results for a molecular structure, C4H5AgLiO2 at a distorted geometry.

The LUMO energy is -5.58 eV. The total energy comes out at -460.0474 a.u. The calculation puts the strongest force on any atom at 2.2 eV/A. The spin multiplicity is 1. As for the charge: +1. For the HOMO-LUMO gap, the calculation gives 4.29 eV. The calculation puts the energy relative to the best compared isomer or geometry (same formula, charge and spin) at 0.7962 eV.

Each line ends with the Mulliken charge.
Geometry (Å):
H  -6.052  -2.517  0.324  -0.10
C  -0.953  0.059  -0.087  -0.26
C  -0.049  1.215  0.056  0.09
C  1.295  1.151  0.091  -0.23
C  2.084  -0.085  -0.006  0.15
O  3.303  -0.048  0.038  -0.66
Li  4.818  -1.135  -0.018  0.95
H  -0.527  -0.956  -0.175  0.29
H  -0.547  2.185  0.122  0.37
H  1.880  2.069  0.183  0.34
H  1.570  -1.055  -0.125  0.30
O  -2.160  0.219  -0.135  -0.35
Ag  -4.663  -1.101  -0.267  0.09

(7)
DFT (ωB97M-V/def2-TZVPD) results for a molecular structure, C4H5AlO5 at a distorted geometry.

Its expectation value of S² is 0.751. The LUMO energy (spin up / spin down) is -5.09 / -6.62 eV. The total energy comes out at -773.8239 a.u. The calculation puts the strongest force on any atom at 3.2 eV/A. The spin multiplicity is 2. As for the charge: +1. For the HOMO-LUMO gap (spin up / spin down), the calculation gives 8.54 / 9.22 eV. The calculation puts the energy relative to the best compared isomer or geometry (same formula, charge and spin) at 0.2549 eV.

Each line ends with the Mulliken spin population.
Geometry (Å):
O  0.848  -0.484  -1.207  0.05
O  -0.188  1.998  -0.028  0.02
C  -0.768  1.410  0.864  -0.01
C  -1.348  0.032  0.770  0.01
O  -1.342  -0.547  -0.496  0.01
C  -0.216  -1.310  -0.852  0.00
Al  0.655  1.352  -1.661  0.87
H  -0.873  1.888  1.857  0.00
H  -2.388  0.103  1.128  0.00
H  -0.811  -0.583  1.521  0.00
H  -0.526  -1.899  -1.726  -0.01
H  0.098  -1.961  -0.019  0.00
O  2.427  0.988  -0.633  0.04
C  2.099  -0.123  -0.214  0.00
O  2.333  -0.862  0.696  0.00